Record 1
{"formula": "C7H12", "method": "ωB97M-V/def2-TZVPD", "homo_ha": -0.323, "max_force_ev_per_a": 4.03, "gap_ev": 9.9, "relative_energy_kcal_mol": 99.9, "lumo_energy_ev": 1.102, "spin_multiplicity": 1, "species": ["H", "H", "H", "C", "H", "C", "H", "C", "H", "C", "C", "C", "H", "H", "H", "H", "H", "H", "C"], "xyz": [[-0.2681, 0.2286, 2.0182], [-2.8659, -0.6119, 0.6941], [-0.7921, 0.9509, -2.2811], [1.3027, 0.3802, 0.4112], [-1.5302, 1.5038, 0.4101], [2.3679, -0.7008, 0.5630], [-2.0284, -1.3038, -0.7085], [-1.1630, 0.5422, 0.0229], [-0.1684, -1.1475, 0.9154], [-0.3172, 0.8339, -1.1954], [-2.3556, -0.3667, -0.2425], [1.0284, 0.7731, -1.1086], [3.3060, -0.3508, 0.1245], [2.5504, -0.9890, 1.6077], [-3.0882, 0.1120, -0.9031], [2.0521, -1.5934, 0.0128], [0.4219, 0.5106, -2.2726], [1.6430, 1.2795, 0.9644], [-0.0951, -0.0510, 0.9674]], "atomic_forces_ev_per_a": [[0.197, 0.033, -0.335], [0.033, -0.003, -0.110], [-0.330, 0.613, 2.093], [-0.112, -0.123, -0.495], [0.020, -0.106, -0.023], [0.025, -0.019, -0.163], [-0.056, 0.117, 0.067], [-0.088, 0.004, 0.135], [0.056, 0.147, -0.022], [-1.759, 0.655, -1.219], [-0.088, -0.059, 0.056], [-1.469, -0.010, -0.678], [-0.039, -0.109, 0.097], [-0.134, 0.169, -0.209], [0.142, -0.080, 0.078], [0.100, 0.025, 0.086], [3.602, -1.036, 1.475], [-0.137, -0.199, -0.624], [0.035, -0.019, -0.210]]}

=====

Record 2
{"formula": "C2H9NS", "method": "ωB97M-V/def2-TZVPD", "homo_ha": -0.350, "max_force_ev_per_a": 3.76, "gap_ev": 10.4, "relative_energy_kcal_mol": 31.6, "smiles": "CCN.S", "lumo_energy_ev": 0.888, "spin_multiplicity": 1, "species": ["H", "H", "H", "H", "C", "H", "H", "H", "C", "H", "S", "N", "H"], "xyz": [[1.2641, 1.9140, 1.1491], [-0.3041, 1.0396, -1.3899], [1.3553, -1.1494, -1.0925], [-0.3986, 2.0673, 0.5199], [0.5809, 0.8284, -0.7365], [-1.8125, -1.3982, -0.2683], [-1.2156, -2.1624, 1.5844], [-0.0949, 0.6834, 1.2432], [0.4245, 1.4004, 0.6688], [1.4828, 1.0921, -1.1780], [-1.9643, -2.5016, 0.4861], [0.4348, -0.7469, -0.9786], [0.2475, -1.0666, -0.0078]], "atomic_forces_ev_per_a": [[-0.150, -0.542, -0.183], [1.052, 1.041, 0.660], [0.425, 0.065, -0.388], [-0.182, 1.285, 0.275], [-2.175, -2.805, -1.236], [0.241, -0.068, 0.405], [-0.394, 0.211, -0.846], [0.105, -1.110, 1.366], [-0.634, 0.125, -1.340], [1.428, 0.804, -1.050], [-0.129, -0.349, 0.551], [0.576, 1.488, 2.686], [-0.162, -0.146, -0.900]]}

=====

Record 3
{"formula": "C38H48N4O2Si3TeW", "method": "ωB97M-V/def2-TZVPD", "homo_ha": [-0.234, -0.237], "max_force_ev_per_a": 9.99, "gap_ev": [5.6, 5.7], "relative_energy_kcal_mol": 0.0, "lumo_energy_ev": [-0.759, -0.768], "s_squared": 2.03, "spin_multiplicity": 3, "species": ["H", "C", "H", "H", "H", "Si", "H", "H", "C", "Si", "Te", "H", "H", "O", "H", "C", "H", "C", "C", "H", "C", "H", "H", "C", "H", "C", "C", "C", "H", "H", "C", "H", "C", "Si", "H", "C", "H", "H", "C", "C", "H", "C", "C", "C", "H", "C", "H", "C", "H", "N", "C", "C", "H", "C", "C", "O", "H", "C", "H", "H", "C", "C", "C", "H", "H", "H", "H", "C", "H", "C", "H", "C", "C", "H", "C", "H", "C", "N", "H", "N", "N", "H", "C", "H", "H", "C", "C", "H", "H", "H", "W", "C", "H", "H", "H", "H", "H"], "xyz": [[-5.0764, 2.1949, 5.2422], [-1.0480, 2.1884, -1.4224], [-1.5057, -3.2857, -0.9826], [1.8049, -0.6045, 5.3780], [5.6794, -1.2781, -4.3428], [-3.4622, -1.2949, 3.1099], [-3.0968, -2.5871, -0.6773], [-2.0937, 2.3277, -1.7997], [-4.4508, 2.4721, 4.3499], [-0.2832, -2.1452, 3.9395], [3.0546, 0.4815, -4.5453], [-5.2962, -1.0194, 1.2969], [-2.4969, 1.0614, -4.8311], [-3.0562, 0.6951, -0.6912], [-4.0605, -3.5314, 4.1441], [-1.2147, -0.5930, -3.9022], [4.7448, 4.3280, -8.0268], [3.1937, 0.4276, 3.9979], [2.6558, 1.0803, -7.6056], [0.1436, -2.2993, 6.5225], [1.3685, -1.0775, 3.6027], [1.9380, 0.3105, -7.4664], [-3.5339, 2.9779, 4.4192], [-4.2818, -0.7715, 1.5629], [7.3091, 3.2930, -3.5848], [-0.7823, -2.2159, 5.9722], [5.1325, 0.7766, -4.0553], [4.2001, 3.4232, -7.8737], [-5.4001, -3.3083, 3.0485], [1.7549, -3.4029, 3.1084], [5.5963, 2.0726, -3.7574], [2.2238, 0.8109, -0.2044], [2.5552, -0.4676, 1.7296], [-3.5872, 0.4598, 4.4822], [4.8541, 2.8352, -3.5438], [2.8279, 1.7127, -8.8888], [0.7173, -4.6400, 3.7486], [-3.9410, -1.6775, -3.7145], [-2.5692, 0.1541, -4.0185], [-1.7764, 0.8147, 4.1936], [-1.0878, 0.6791, 5.1018], [1.4762, 1.4343, -0.5459], [-1.5427, -1.8414, 2.7674], [-0.8651, 0.9998, -0.6954], [2.0033, 3.4698, -0.8941], [-5.4910, -2.0954, 4.8006], [4.4291, 0.5537, 2.3384], [-4.6178, -2.6718, 3.8010], [-3.2251, 0.6498, 6.8208], [-1.7416, -1.2272, -0.2118], [6.0630, -0.2679, -4.1339], [-2.0549, 0.0741, -0.4708], [-0.3580, 4.1588, -1.3457], [6.9840, 2.2631, -3.6359], [-2.0907, -2.4146, -1.1435], [0.7476, -3.1550, 0.5257], [3.7368, 1.1213, 4.5578], [1.2219, 2.7334, -0.8332], [-1.4185, -1.6391, 6.6926], [1.3984, -3.3864, 4.9701], [-2.1507, -1.9535, -2.5013], [3.2615, 1.5939, -6.3704], [3.4630, 0.2034, 2.6985], [-4.1222, 0.2991, 1.3955], [8.0715, -0.9928, -3.6492], [2.2728, 1.3321, -9.7587], [-5.4634, -0.9946, 4.5942], [-0.0861, 3.1173, -1.2078], [-4.9210, 0.7092, 6.8052], [7.8956, 1.1829, -3.6031], [-6.6403, -2.5283, 5.2019], [-3.6551, -0.3827, -3.6315], [2.3430, -0.4372, 4.5126], [4.2612, 3.5311, -5.7941], [3.9206, 2.9369, -6.5930], [3.8517, 3.1449, -9.9725], [7.4058, -0.1187, -3.7954], [1.3409, -0.9341, 2.1634], [-1.3952, 0.0062, 3.4719], [-1.2480, -1.6690, -3.2492], [0.3262, 0.5351, -0.3756], [-3.6572, -1.3615, 0.8545], [0.9436, -3.6337, 4.0006], [-4.7423, -2.5085, 6.1455], [3.1234, -0.7174, 0.7308], [3.6310, 2.8054, -8.9918], [-4.0102, 0.3239, 6.2970], [-4.5484, -0.2687, -4.1733], [-5.3317, 2.6435, 3.6595], [-4.3354, -0.7813, 6.5721], [-0.1035, -1.6210, 0.7727], [-3.5364, -1.4820, -2.7322], [-0.0387, -0.2266, -4.0031], [-1.6324, 1.8036, 3.4908], [8.9278, 1.3309, -3.3647], [-4.5652, -1.8157, -2.2562], [-1.1647, -3.2089, 6.2758]], "atomic_forces_ev_per_a": [[1.350, 1.228, -0.183], [-1.990, -0.251, 1.392], [1.101, -0.415, 0.617], [0.408, 0.407, 2.882], [0.245, 0.493, 0.008], [0.909, -2.966, -1.027], [0.612, -0.799, -1.235], [1.312, 0.379, 0.415], [-3.293, -4.770, -0.131], [0.477, -1.268, 2.954], [0.895, 0.810, -0.449], [-0.522, -0.098, 0.568], [-0.590, -2.401, 1.996], [-2.513, -0.998, -0.107], [0.332, -0.082, 0.359], [1.035, 4.380, -1.685], [0.338, 0.458, 0.210], [0.799, 0.127, 0.339], [1.169, 2.114, 1.418], [0.897, 0.386, 0.062], [-1.237, 1.497, -2.034], [-0.227, -1.002, -0.278], [0.502, 1.380, 0.090], [0.898, 0.002, -1.428], [0.346, -0.032, 0.372], [-0.252, -0.423, 0.079], [0.395, 0.342, -0.132], [-1.385, -1.139, 0.506], [2.215, 2.016, 0.948], [-1.683, -0.446, 2.300], [0.371, -1.364, 0.076], [2.601, 0.262, 0.090], [3.540, 0.638, 1.892], [-0.586, 3.752, 0.934], [0.384, 0.268, -0.339], [-0.999, -1.470, 1.882], [-0.649, -0.954, 0.602], [-0.117, -4.278, -1.673], [7.211, 4.659, -5.105], [2.218, 1.267, -1.426], [-0.845, 0.914, -1.176], [-4.936, -2.254, 0.692], [-0.188, 0.723, -3.093], [1.341, -1.591, -0.747], [0.247, 0.072, 0.245], [-1.592, -1.045, 6.014], [-0.371, 0.085, -0.437], [-1.381, -3.592, -3.071], [3.186, 1.014, 2.363], [0.352, -0.118, -1.643], [-0.783, -1.053, 0.388], [1.575, 1.277, -1.387], [0.494, 0.015, -0.410], [-0.276, -0.201, -0.038], [-2.088, 0.238, 3.007], [-2.007, 3.137, -0.126], [0.894, 0.926, 0.863], [0.255, 0.043, -0.246], [0.295, 0.563, -1.374], [0.283, -0.894, -0.245], [-8.118, -2.050, 3.776], [-0.094, 2.435, -3.776], [-0.533, -0.859, -5.221], [-0.018, -0.282, -0.285], [-0.564, 0.647, -0.393], [0.442, 0.045, 0.487], [-0.930, -0.740, 1.253], [0.173, 0.655, -0.684], [0.372, 0.806, -1.069], [-1.577, -0.056, -0.101], [3.435, 1.213, -1.910], [-1.657, 1.795, 1.690], [-5.516, -3.093, -2.624], [0.420, 0.283, 1.135], [-0.710, -3.090, -0.522], [0.124, 0.641, -0.683], [0.330, 0.594, 0.152], [3.332, 0.721, 2.899], [-0.517, 1.352, 1.083], [6.634, -1.029, -0.609], [1.291, 1.489, 0.268], [-0.511, 0.696, 0.069], [1.764, 2.167, -2.670], [-2.129, 1.644, -3.357], [-2.041, 0.457, 1.670], [0.692, 0.027, 0.186], [-4.280, -4.180, -0.148], [-1.502, 1.222, -0.075], [1.917, 0.435, -0.143], [1.764, 1.881, -0.481], [1.195, -3.262, 3.833], [-3.622, -1.193, 0.423], [-3.539, -0.261, -0.746], [-0.043, -1.912, 2.253], [0.416, 0.241, -0.057], [2.726, 0.781, 0.094], [-0.095, -0.188, -1.056]]}

=====

Record 4
{"formula": "CH8O4", "method": "ωB97M-V/def2-TZVPD", "homo_ha": -0.396, "max_force_ev_per_a": 1.74, "gap_ev": 11.1, "relative_energy_kcal_mol": 13.8, "smiles": "C=O.O.O.O", "lumo_energy_ev": 0.362, "spin_multiplicity": 1, "species": ["O", "C", "H", "H", "H", "O", "O", "H", "O", "H", "H", "H", "H"], "xyz": [[3.2495, 0.1478, -0.4388], [3.2389, -0.9462, 0.0617], [-2.1670, 1.5113, 0.2854], [0.4026, 0.6259, -2.9831], [-2.0926, 0.2563, 2.6837], [-2.5902, 0.8204, -0.2139], [-2.6835, -0.4953, 2.7841], [3.3041, -1.8319, -0.5914], [0.1073, 0.6701, -2.0825], [0.8813, 0.6192, -1.5181], [-2.5699, -0.9838, 1.9617], [-2.2791, 0.6672, -1.1044], [3.1986, -1.0610, 1.1556]], "atomic_forces_ev_per_a": [[-0.201, 0.044, 0.080], [0.226, 0.401, -0.390], [0.570, 0.370, -0.656], [0.397, -0.024, -0.524], [-0.047, 0.008, 0.030], [-1.248, -1.033, 0.631], [0.145, -0.083, 0.053], [-0.074, -0.227, 0.291], [-0.670, 0.022, 0.632], [0.273, 0.016, -0.095], [-0.127, 0.099, -0.075], [0.798, 0.640, 0.018], [-0.043, -0.233, 0.003]]}

=====

Record 5
{"formula": "C22H17BrCrN5O8P2SSe3Te", "method": "ωB97M-V/def2-TZVPD", "charge": -2, "homo_ha": [-0.062, -0.060], "max_force_ev_per_a": 1.96, "gap_ev": [5.2, 5.1], "lumo_energy_ev": [3.477, 3.428], "s_squared": 0.80, "spin_multiplicity": 2, "species": ["Se", "H", "O", "O", "H", "H", "Cr", "H", "H", "C", "P", "H", "H", "C", "C", "C", "H", "S", "P", "N", "C", "C", "C", "Se", "C", "H", "Br", "C", "C", "H", "C", "O", "C", "O", "N", "H", "N", "H", "C", "C", "O", "C", "C", "Te", "C", "C", "N", "N", "H", "O", "Se", "H", "O", "C", "H", "H", "H", "C", "C", "O", "C"], "xyz": [[-0.1664, 2.5875, -0.4706], [-2.3192, -5.7652, 1.6327], [0.6250, -0.0191, -2.4009], [0.9207, -1.7545, -0.3676], [-1.8710, -0.5731, 4.4446], [-1.0582, -5.1172, 7.2529], [0.4439, 0.2246, -0.3052], [-1.0077, -1.5484, -3.0080], [0.2482, -1.3035, 5.4632], [2.7407, -1.2462, 4.1440], [2.1025, 0.2826, -2.6173], [-1.8980, 0.2285, 2.0866], [-4.7865, -2.4749, 2.8492], [-3.7195, -2.1773, 1.0228], [-0.5595, -5.3335, 5.1777], [-1.5441, -2.8743, -1.6728], [0.0365, -2.8466, -2.8914], [-1.2269, -4.4539, -0.9403], [2.0566, -2.2045, -1.2575], [0.1198, -0.0226, 1.8297], [0.5750, -3.8541, 6.6636], [0.2294, -0.9760, 4.4321], [-0.4186, -4.7897, 6.4443], [-1.3074, 4.4043, 0.1831], [-0.9754, -0.0914, 2.5564], [4.5857, 0.1398, 1.5904], [-1.8486, -6.7073, 4.9163], [1.2991, -0.3882, 2.3872], [1.2254, -3.9718, 4.3491], [4.8043, -0.9877, 3.8050], [3.7194, -0.1893, 2.1469], [3.1612, -2.8368, -0.2684], [1.4131, -3.4374, 5.6274], [2.6262, 1.6118, -2.2766], [-2.3769, -2.1233, -1.0335], [-4.1129, -1.1871, 0.8257], [3.1629, -1.8712, 5.3008], [-3.9080, -4.7501, 3.2296], [0.2456, -4.9269, 4.1275], [1.4195, -0.9305, 3.6754], [1.7930, -3.1464, -2.3768], [-4.0923, -2.9071, 2.1376], [2.4479, 0.0116, 1.5900], [-4.0393, 1.7542, -0.1285], [3.8269, -0.7980, 3.3773], [-3.5932, -4.1919, 2.3573], [2.5416, -2.6840, 6.0253], [-0.9405, -2.5476, -2.8462], [1.6476, 0.0162, -4.6852], [2.4443, -0.1002, -4.1534], [-1.8005, 0.8802, -0.7268], [0.1137, -5.3482, 3.1402], [2.8725, -0.9115, -1.8258], [-2.3157, -4.0304, 0.3510], [0.7400, -3.4459, 7.6529], [1.8625, -3.6632, 3.5304], [3.6863, -3.4724, -0.7765], [-2.6990, -4.7638, 1.4650], [-2.8242, -2.7418, 0.1162], [2.2263, 0.6278, 0.5041], [-0.9502, -0.5510, 3.8777]], "atomic_forces_ev_per_a": [[0.227, 0.644, -1.035], [0.017, 0.021, 0.024], [-0.160, 0.529, 0.768], [-0.057, 0.700, 0.272], [0.013, 0.031, 0.000], [-0.005, 0.004, -0.011], [0.119, -1.105, 1.612], [0.013, 0.003, 0.013], [-0.004, -0.015, -0.083], [0.235, 0.000, -0.440], [0.717, 0.349, -0.567], [-0.024, -0.045, -0.039], [0.001, -0.004, -0.011], [-0.038, -0.028, -0.031], [-0.027, -0.011, 0.056], [0.032, -0.025, 0.084], [0.034, -0.116, -0.050], [0.012, -0.016, 0.017], [0.686, -0.274, -0.557], [0.016, -0.250, -0.227], [-0.005, 0.019, -0.074], [-0.095, 0.004, 0.060], [-0.011, -0.005, -0.029], [0.013, 0.293, 0.629], [-0.088, -0.107, -0.272], [0.003, -0.013, 0.005], [-0.030, 0.028, -0.073], [0.130, 0.241, 0.009], [0.063, 0.015, 0.077], [0.005, 0.049, 0.010], [-0.107, -0.024, -0.163], [0.083, -0.097, -0.136], [-0.145, -0.100, -0.027], [0.134, -0.308, -0.006], [-0.112, -0.101, -0.074], [0.029, 0.024, 0.025], [0.015, 0.212, 0.427], [0.039, -0.022, 0.034], [-0.025, -0.016, -0.015], [-0.077, 0.007, 0.058], [-0.106, -0.059, 0.170], [0.008, -0.008, 0.012], [-0.001, 0.006, 0.434], [-0.038, -0.088, 0.548], [-0.068, -0.074, 0.096], [-0.006, -0.014, 0.052], [0.139, -0.107, -0.033], [-0.161, 0.067, 0.039], [0.095, -0.074, 0.048], [-0.266, -0.100, -0.030], [-0.740, 0.022, -1.385], [-0.011, 0.007, -0.006], [-0.182, -0.119, 0.183], [-0.010, 0.025, -0.012], [0.023, -0.018, 0.006], [-0.019, -0.002, -0.003], [-0.144, 0.168, 0.140], [0.027, -0.045, -0.016], [-0.020, -0.028, -0.028], [-0.196, -0.042, -0.570], [0.050, -0.009, 0.094]]}